Entry 1:
16
Properties=species:S:1:pos:R:3:lowdin_charge:R:1 method="wB97M-V/def2-TZVPD" gap_ev="8.275 / 7.665" multiplicity=1 homo_ev="-12.29 / -11.94" total_charge=+1
C 1.35 0.26 -0.36 -0.129
C -0.85 0.02 0.41 -0.364
C 2.77 -0.28 -0.08 0.006
C -1.92 -0.89 0.87 -0.034
N -1.34 1.02 -0.58 0.192
O 0.39 -0.30 0.24 0.069
H 1.28 1.04 -1.19 0.147
H 3.47 0.50 -0.07 0.074
H 2.95 -1.00 -0.87 0.092
H 2.63 -0.75 0.83 0.062
H -1.55 -1.54 1.73 0.127
H -2.24 -1.71 0.30 0.057
H -2.85 -0.42 1.30 0.112
H -0.54 1.77 -0.46 0.196
H -2.19 1.56 -0.44 0.171
H -1.36 0.70 -1.63 0.222


Entry 2:
16
Properties=species:S:1:pos:R:3:lowdin_charge:R:1 method="wB97M-V/def2-TZVPD" gap_ev=9.976 multiplicity=1 homo_ev=-14.51 total_charge=+1
C 0.08 -1.62 -1.44 -0.019
C 0.34 -1.06 -0.06 -0.324
C 0.21 -1.76 1.05 0.119
C 0.27 1.30 -0.49 0.134
N 0.87 0.30 -0.02 0.103
H -0.05 -0.83 -2.19 0.080
H 0.91 -2.24 -1.75 0.093
H -0.83 -2.23 -1.45 0.098
H 0.46 -1.43 2.05 0.087
H -0.17 -2.77 0.99 0.093
H 0.73 2.27 -0.55 0.128
H -0.73 1.27 -0.88 0.127
H 1.81 0.43 0.32 0.190
H -1.04 3.49 1.19 0.076
H -1.76 2.34 1.95 0.065
O -1.11 2.52 1.27 -0.051


Entry 3:
16
Properties=species:S:1:pos:R:3:lowdin_charge:R:1 method="wB97M-V/def2-TZVPD" gap_ev=7.878 multiplicity=1 homo_ev=-13.33 total_charge=+1
C -0.62 -0.98 0.73 -0.041
C 0.72 -0.98 0.07 -0.296
C 1.78 -1.74 0.55 0.112
C 0.55 1.06 -1.31 0.197
N 0.87 -0.19 -1.21 0.104
H -1.28 -0.46 0.13 0.041
H -1.06 -2.04 0.65 0.132
H -0.51 -0.90 1.84 0.118
H 2.80 -1.26 0.61 0.100
H 1.69 -2.74 0.86 0.057
H 0.61 1.55 -2.29 0.126
H -0.17 1.57 -0.54 0.131
H 1.11 -0.70 -2.03 0.165
H -2.04 3.21 0.12 0.044
H -2.56 2.21 1.24 0.063
O -1.88 2.39 0.58 -0.054


Entry 4:
16
Properties=species:S:1:pos:R:3:lowdin_charge:R:1 method="wB97M-V/def2-TZVPD" gap_ev=8.543 multiplicity=1 homo_ev=-14.32 total_charge=+1
C -1.83 1.01 -1.28 -0.021
C -0.97 -0.27 -0.86 -0.286
C -0.49 -1.07 -1.89 0.119
C -0.49 0.13 1.55 0.216
N -0.20 -0.26 0.34 0.054
H -1.12 1.61 -1.74 0.050
H -2.60 0.57 -2.06 0.118
H -2.65 1.39 -0.55 0.113
H 0.12 -2.04 -1.79 0.107
H -0.78 -0.96 -2.95 0.089
H 0.31 0.38 2.16 0.097
H -1.49 0.02 1.87 0.117
H 0.82 -0.63 0.38 0.218
H 4.36 -0.12 2.80 0.056
H 3.48 0.50 1.71 0.045
O 3.52 -0.27 2.32 -0.094


Entry 5:
16
Properties=species:S:1:pos:R:3:lowdin_charge:R:1 method="wB97M-V/def2-TZVPD" gap_ev=9.208 multiplicity=1 homo_ev=-13.97 total_charge=+1
C 1.37 0.82 -2.06 -0.104
C 0.33 0.55 -1.06 -0.086
C 0.85 -0.03 0.03 -0.104
N 0.08 -0.18 1.16 0.016
C 0.28 -0.77 2.26 0.168
H 0.87 0.32 -2.98 0.124
H 1.58 1.92 -2.26 0.118
H 2.28 0.20 -2.00 0.091
H -0.79 0.85 -1.26 0.174
H 1.86 -0.13 0.23 0.117
H -0.90 0.01 0.95 0.102
H -0.38 -0.88 3.05 0.093
H 1.24 -1.34 2.48 0.152
H -3.06 -0.72 -0.23 0.079
H -3.13 -0.13 1.19 0.111
O -2.49 -0.50 0.51 -0.051


Entry 6:
16
Properties=species:S:1:pos:R:3:lowdin_charge:R:1 method="wB97M-V/def2-TZVPD" gap_ev=9.362 multiplicity=1 homo_ev=-14.34 total_charge=+1
C 1.43 0.81 1.16 -0.058
C 0.75 0.08 0.03 -0.282
C 1.10 -0.60 -1.08 0.136
C -0.97 -0.30 1.60 0.127
N -0.69 -0.13 0.36 0.070
H 0.88 1.72 1.33 0.092
H 2.33 1.27 0.82 0.081
H 1.81 0.32 2.07 0.104
H 0.41 -1.11 -1.68 0.051
H 2.18 -0.62 -1.30 0.106
H -1.74 -0.97 1.79 0.086
H -0.20 -0.47 2.55 0.197
H -1.21 -0.19 -0.58 0.120
H -1.81 0.72 -2.37 0.070
H -2.53 -0.35 -2.59 0.092
O -1.73 -0.17 -2.10 0.008


Entry 7:
16
Properties=species:S:1:pos:R:3:lowdin_charge:R:1 method="wB97M-V/def2-TZVPD" gap_ev=11.293 multiplicity=1 homo_ev=-14.88 smiles="CC(C)([NH3+])C=O" total_charge=+1
C 0.28 1.41 -0.91 -0.112
C 0.81 0.19 1.40 -0.017
C -1.47 -0.14 0.29 -0.030
C 0.03 0.00 0.09 -0.440
N 0.41 -1.07 -0.95 0.186
O 0.78 1.36 -1.97 0.124
H -0.14 2.26 -0.37 0.144
H 0.24 0.94 1.94 0.092
H 1.85 0.60 1.21 0.115
H 0.85 -0.68 2.05 0.098
H -1.68 -1.13 0.86 0.138
H -1.73 -0.34 -0.76 0.097
H -2.04 0.63 0.67 0.066
H 0.72 -0.45 -1.85 0.200
H -0.12 -1.94 -1.11 0.179
H 1.19 -1.62 -0.58 0.158


Entry 8:
16
Properties=species:S:1:pos:R:3:lowdin_charge:R:1 method="wB97M-V/def2-TZVPD" gap_ev=10.690 multiplicity=1 homo_ev=-14.45 smiles="CC(C)([NH3+])C=O" total_charge=+1
C -1.07 -0.04 1.49 -0.045
C 0.81 -1.19 0.07 -0.070
C -0.78 0.00 -1.45 -0.026
C -0.08 0.05 -0.11 -0.451
N 0.75 1.24 0.20 0.217
O -0.74 0.80 2.25 0.086
H -1.97 -0.61 1.55 0.129
H 0.28 -2.05 -0.42 0.106
H 1.17 -1.38 1.19 0.140
H 1.69 -1.11 -0.65 0.114
H -0.13 -0.38 -2.24 0.102
H -1.09 0.99 -1.67 0.071
H -1.74 -0.61 -1.27 0.132
H 0.35 1.82 0.96 0.164
H 1.11 1.64 -0.69 0.200
H 1.44 0.85 0.79 0.131


Entry 9:
17
Properties=species:S:1:pos:R:3:lowdin_charge:R:1 method="wB97M-V/def2-TZVPD" gap_ev=6.548 multiplicity=1 homo_ev=-2.50 total_charge=-1
C -0.03 0.36 -1.66 -0.178
C 1.30 0.44 0.47 -0.135
C 0.44 -0.37 -0.47 -0.472
C 0.27 -1.71 -0.33 -0.447
N -2.56 -0.67 1.23 -0.073
O -3.02 0.05 0.05 -0.202
O 1.04 -2.43 0.37 -0.165
H 0.69 0.63 -2.46 0.064
H -0.84 1.17 -1.42 0.081
H -0.63 -0.27 -2.33 0.049
H 1.79 -0.19 1.28 0.062
H 0.89 1.13 1.28 0.063
H 2.18 0.91 -0.07 0.070
H -1.44 -0.49 1.07 0.114
H -0.63 -2.09 -0.97 0.111
H -2.90 -1.63 1.01 0.064
H -2.17 0.08 -0.39 -0.006


Entry 10:
17
Properties=species:S:1:pos:R:3:lowdin_charge:R:1 method="wB97M-V/def2-TZVPD" gap_ev=7.537 multiplicity=1 homo_ev=-3.30 total_charge=-1
C -0.47 0.15 -1.11 -0.249
C -0.94 -0.31 0.26 -0.518
C -2.39 -0.76 0.20 -0.063
O -0.12 -1.19 0.89 -0.076
N 0.64 1.05 -1.11 -0.057
C 1.57 1.08 0.07 -0.494
O 1.87 -0.06 0.63 -0.198
H -0.33 -0.74 -1.74 0.115
H -1.36 0.61 -1.55 0.090
H -0.88 0.69 0.76 0.131
H -2.49 -1.78 0.52 0.059
H -2.65 -0.92 -0.83 0.040
H -3.13 -0.04 0.62 0.079
H 0.78 -0.75 0.82 -0.075
H 1.12 0.91 -1.95 0.056
H 2.44 1.55 -0.38 0.077
H 1.10 1.86 0.68 0.081


Entry 11:
17
Properties=species:S:1:pos:R:3:lowdin_charge:R:1 method="wB97M-V/def2-TZVPD" gap_ev=7.575 multiplicity=1 homo_ev=-4.16 total_charge=-1
C 0.86 -0.28 0.80 -0.222
C -0.25 -1.04 0.03 -0.145
C -1.15 -0.33 -0.74 -0.007
O -0.92 1.85 -2.24 -0.484
N 2.22 0.34 0.24 -0.059
C 1.41 0.76 -0.67 -0.156
O -1.20 -1.37 2.42 -0.492
H 0.29 0.43 1.41 0.112
H 1.23 -1.01 1.52 0.112
H -0.24 -2.12 0.07 0.121
H -1.37 -0.49 0.48 0.167
H -1.80 2.22 -2.30 -0.110
H -1.71 -0.90 -1.47 0.104
H -1.06 0.76 -1.16 0.024
H 1.29 0.23 -1.64 0.098
H 0.82 1.70 -0.72 0.088
H -1.30 -1.64 3.34 -0.153


Entry 12:
17
Properties=species:S:1:pos:R:3:lowdin_charge:R:1 method="wB97M-V/def2-TZVPD" gap_ev=12.276 multiplicity=1 homo_ev=-14.95 total_charge=+1
C -1.19 -1.41 0.42 0.007
C -0.97 -0.87 -0.90 -0.081
C -1.85 1.21 0.32 -0.001
C 2.87 0.62 -0.21 -0.365
N -1.02 0.07 0.18 -0.134
O 3.99 -0.01 -0.12 0.187
O 1.79 0.19 0.10 0.049
H -2.31 -1.63 0.63 0.169
H -0.36 -1.88 0.99 0.152
H -1.71 -0.96 -1.75 0.174
H -1.34 2.07 -0.21 0.133
H -2.82 0.97 -0.11 0.103
H -1.98 1.59 1.40 0.141
H 0.10 -0.96 -1.15 0.126
H 2.91 1.65 -0.38 0.139
H 4.06 -0.87 0.21 0.109
H -0.15 0.23 0.58 0.093